No. 1
The following is a quantum chemistry calculation of C5H9B in the gas phase in a non-equilibrium geometry, from the Open Molecules 2025 dataset.

total charge = 0
SMILES = CB(C)C1C=C1

Each atom is followed by the atoms it is bonded to, with distances in Å.
Geometry (Å):
1 C -0.16834 1.84682 -0.09318  B2 1.555, H7 1.137, H8 1.201, H9 1.132
2 B -0.06194 0.29624 -0.12437  C1 1.555, C3 1.562, C4 1.570
3 C -1.10050 -0.70984 -0.71518  B2 1.562, H10 1.132, H11 1.149, H12 1.157
4 C 1.06620 -0.37847 0.73436  B2 1.570, C5 1.533, C6 1.497, H13 1.269
5 C 0.80617 -1.75142 1.36587  C4 1.533, C6 1.344, H14 1.048
6 C 1.71088 -1.68049 0.37458  C4 1.497, C5 1.344, H15 1.112
7 H -1.18312 2.25423 -0.40372  C1 1.137
8 H 0.71824 2.30795 -0.75913  C1 1.201
9 H 0.07644 2.24724 0.93663  C1 1.132
10 H -2.20909 -0.48577 -0.66968  C3 1.132
11 H -0.69438 -1.70839 -0.31751  C3 1.149
12 H -0.95266 -0.73559 -1.86236  C3 1.157
13 H 1.71308 0.47697 1.41270  C4 1.269
14 H 0.26649 -2.16825 2.16121  C5 1.048
15 H 2.14468 -2.23077 -0.48862  C6 1.112

Mulliken population analysis, charges in e, atoms 1 to 4: -0.87 0.16 -0.83 -0.08

=====

No. 2
The following is a quantum chemistry calculation of a 2-piece molecular cluster, C35H43N4O3 overall in a non-equilibrium geometry, from the Open Molecules 2025 dataset.

total charge = +1

Each atom is followed by the atoms it is bonded to, with distances in Å.
Geometry (Å):
1 C 3.14041 -1.78930 2.68169  O2 1.436, H16 1.087, H17 1.093, H18 1.095
2 O 2.63130 -3.00517 3.25248  C1 1.436, C3 1.348
3 C 1.62970 -3.53050 2.51926  O2 1.348, O4 1.220, C5 1.513
4 O 1.31057 -3.06702 1.43731  C3 1.220
5 C 1.00140 -4.72567 3.20292  C3 1.513, C6 1.539, N9 1.453, H19 1.107
6 C 1.91358 -5.96359 3.25588  C5 1.539, C7 1.529, H20 1.098, H21 1.096
7 C 1.01368 -7.16791 2.97715  C6 1.529, C8 1.533, H22 1.095, H23 1.097
8 C -0.40062 -6.60916 2.77930  C7 1.533, N9 1.470, H24 1.100, H25 1.106
9 N -0.22522 -5.16635 2.56156  C5 1.453, C8 1.470, C10 1.406
10 C -1.37911 -4.36385 2.61100  N9 1.406, C11 1.373, C15 1.532
11 C -1.66077 -3.31321 1.77330  C10 1.373, C12 1.491, H26 1.088
12 C -2.92085 -2.51896 1.84251  C11 1.491, C13 1.540, H27 1.099, H28 1.096
13 C -4.00718 -3.08426 2.77649  C12 1.540, C14 1.520, H29 1.096, H30 1.095
14 C -3.40893 -3.70783 4.02653  C13 1.520, C15 1.522, H31 1.090, H32 1.098
15 C -2.41359 -4.79707 3.65506  C10 1.532, C14 1.522, H33 1.104, H34 1.102
16 H 3.91440 -1.46917 3.37443  C1 1.087
17 H 3.54950 -1.96500 1.68323  C1 1.093
18 H 2.35047 -1.03549 2.60208  C1 1.095
19 H 0.80087 -4.39928 4.24157  C5 1.107
20 H 2.73998 -5.88683 2.53749  C6 1.098
21 H 2.34140 -6.00407 4.26363  C6 1.096
22 H 1.34048 -7.72119 2.09040  C7 1.095
23 H 1.02544 -7.86731 3.82282  C7 1.097
24 H -0.95892 -7.08386 1.95860  C8 1.100
25 H -0.96157 -6.81040 3.71086  C8 1.106
26 H -0.91913 -3.02826 1.02980  C11 1.088
27 H -2.67931 -1.50470 2.18863  C12 1.099
28 H -3.33517 -2.39948 0.83508  C12 1.096
29 H -4.70015 -2.28044 3.04821  C13 1.096
30 H -4.58076 -3.85103 2.24491  C13 1.095
31 H -2.90244 -2.94822 4.62263  C14 1.090
32 H -4.20172 -4.13858 4.65258  C14 1.098
33 H -2.97459 -5.65789 3.25058  C15 1.104
34 H -1.89156 -5.13275 4.56582  C15 1.102
35 C 2.97100 4.99015 -3.96571  N36 1.448, H62 1.091, H63 1.097, H64 1.097
36 N 2.09048 4.51754 -2.91732  C35 1.448, C37 1.367, C59 1.459
37 C 1.88290 5.23407 -1.77165  N36 1.367, O38 1.228, C39 1.527
38 O 2.42970 6.29544 -1.48549  C37 1.228
39 C 0.89419 4.45016 -0.91204  C37 1.527, C40 1.537, N47 1.473, H65 1.107
40 C -0.43073 5.20284 -0.71148  C39 1.537, C41 1.516, H66 1.103, H67 1.103
41 C -0.27938 6.50033 0.05817  C40 1.516, C42 1.398, C46 1.399
42 C -0.69016 7.71448 -0.49878  C41 1.398, C43 1.400, H68 1.092
43 C -0.35722 8.92698 0.11783  C42 1.400, C44 1.402, H69 1.090
44 C 0.30904 8.92027 1.35158  C43 1.402, C45 1.399, H70 1.094
45 C 0.59871 7.70212 1.97509  C44 1.399, C46 1.402, H71 1.092
46 C 0.28810 6.49269 1.33710  C41 1.399, C45 1.402, H72 1.091
47 N 0.76206 3.18720 -1.65934  C39 1.473, C48 1.347, C59 1.483
48 C 0.07635 2.14182 -1.15675  N47 1.347, C49 1.387, H73 1.097
49 C -0.06348 0.91903 -1.79724  C48 1.387, C50 1.400, H74 1.087
50 C -0.59814 -0.25489 -1.25410  C49 1.400, C51 1.441, H75 1.090
51 C -0.90390 -1.38572 -2.09246  C50 1.441, C52 1.417, C58 1.425
52 C -1.82595 -2.37454 -1.66745  C51 1.417, C53 1.386, H76 1.091
53 C -2.14198 -3.46172 -2.46686  C52 1.386, C54 1.406, H77 1.092
54 C -1.54146 -3.60490 -3.72975  C53 1.406, C55 1.429, C57 1.400
55 C -1.80593 -4.76323 -4.52437  C54 1.429, N56 1.170
56 N -1.97164 -5.73652 -5.15291  C55 1.170
57 C -0.66234 -2.62004 -4.19677  C54 1.400, C58 1.392, H78 1.093
58 C -0.33362 -1.53433 -3.38987  C51 1.425, C57 1.392, H79 1.091
59 C 1.47222 3.19633 -2.96108  N36 1.459, N47 1.483, C60 1.543, C61 1.539
60 C 0.50577 3.12190 -4.16204  C59 1.543, H80 1.099, H81 1.098, H82 1.094
61 C 2.57012 2.12154 -3.05672  C59 1.539, H83 1.100, H84 1.093, H85 1.098
62 H 3.33724 5.98409 -3.70397  C35 1.091
63 H 3.82480 4.31187 -4.08740  C35 1.097
64 H 2.42297 5.03499 -4.91440  C35 1.097
65 H 1.36410 4.25378 0.07065  C39 1.107
66 H -0.86080 5.42723 -1.70178  C40 1.103
67 H -1.11550 4.52698 -0.17292  C40 1.103
68 H -1.23640 7.70251 -1.44423  C42 1.092
69 H -0.61589 9.87059 -0.36293  C43 1.090
70 H 0.59892 9.86239 1.82522  C44 1.094
71 H 1.07175 7.68253 2.95889  C45 1.092
72 H 0.50518 5.53619 1.81478  C46 1.091
73 H -0.41421 2.30881 -0.18986  C48 1.097
74 H 0.21116 0.90216 -2.84935  C49 1.087
75 H -0.85678 -0.28232 -0.19553  C50 1.090
76 H -2.32072 -2.24168 -0.70410  C52 1.091
77 H -2.84108 -4.22342 -2.11533  C53 1.092
78 H -0.21557 -2.71767 -5.18998  C57 1.093
79 H 0.36634 -0.79330 -3.77843  C58 1.091
80 H -0.12802 4.01998 -4.18784  C60 1.099
81 H 1.08914 3.07188 -5.09086  C60 1.098
82 H -0.14497 2.24391 -4.11483  C60 1.094
83 H 3.34322 2.32744 -2.30249  C61 1.100
84 H 2.17111 1.11729 -2.89042  C61 1.093
85 H 3.01765 2.16855 -4.05825  C61 1.098

Mulliken population analysis, charges in e, atoms 1 to 4: -0.68 -0.32 0.02 -0.63

=====

Going through the records in order, we get energy values of -220.62628 -1803.97269 a.u..
Going through the records in order, we get energy relative to the best compared isomer or geometry (same formula, charge and spin) values of 66.4 0.0 kcal/mol.
Going through the records in order, we get HOMO values of -8.78 -9.86 eV.